Arrangement i

# C7H14N2

A cluster of 2 separate species, C7H14N2 in total (ωB97M-V/def2-TZVPD, the Open Molecules 2025 dataset).

CARTESIAN COORDINATES (ANGSTROEM)
N 1.7620 -2.3451 0.3451
N 2.0323 -0.4840 1.5323
C 0.5491 -2.0187 0.9302
C 0.7412 -0.9137 1.6957
C 2.6475 -1.3743 0.8035
C -0.2383 2.0115 -1.0299
C -0.1488 -0.2480 2.7047
C -1.2771 0.8429 -1.2335
C -1.9242 1.0444 -2.6060
H 0.5591 0.2821 3.3366
H -2.1533 2.0957 -2.7699
H -0.3462 -2.5810 0.7580
H 0.7149 1.6681 -1.4216
H -2.6830 0.3307 -2.9061
H -0.0465 2.2335 0.0262
H 3.6039 -1.1772 0.3519
H 2.0399 -3.3216 0.2702
H -0.6482 2.9336 -1.4320
H -1.1267 0.7808 -3.3167
H -0.9115 0.3984 2.2848
H -2.0106 0.7886 -0.4317
H -0.5577 0.0280 -1.2911
H -0.5778 -0.9746 3.3994

- Charge: 0
- SMILES: Cc1c[nH]cn1.CCC
- Spin multiplicity: 1
- HOMO-LUMO gap: 9.62 eV
- LUMO energy: 0.919 eV

***

Arrangement ii

# C7H14N2

A structure of composition C7H14N2 (ωB97M-V/def2-TZVPD, the Open Molecules 2025 dataset).

CARTESIAN COORDINATES (ANGSTROEM)
N -1.6047 0.9681 -0.4219
N 1.4900 -1.0168 -1.0198
C 0.1833 -1.0320 -0.1984
C 1.0295 -0.6099 1.0606
C -0.3991 1.6095 -0.0332
C -1.2932 -1.5660 -0.1987
C 1.2017 1.2995 -0.1931
C -2.0495 -0.3391 0.2658
C 1.8218 -0.0076 0.0382
H -0.5270 2.5504 -0.5289
H -3.1187 -0.4708 0.0026
H -1.7144 0.8869 -1.4699
H -1.4214 -1.7461 -1.3066
H 2.2098 -1.8728 -1.0427
H 1.7666 2.1115 0.5556
H 0.6374 -0.0956 1.9682
H -0.0504 -0.2035 -0.6765
H 1.4245 1.7816 -1.2516
H -0.4360 1.9492 1.0696
H 2.8190 0.0967 0.2598
H -1.6197 -2.3826 0.3953
H 1.4434 -1.6477 1.3874
H -1.7930 -0.2628 1.3381

- Charge: 0
- Spin multiplicity: 1
- HOMO-LUMO gap: 9.76 eV
- LUMO energy: 1.082 eV

***

Arrangement iii

# C7H14N2

An isolated molecule of C7H14N2 (ωB97M-V/def2-TZVPD, the Open Molecules 2025 dataset).

CARTESIAN COORDINATES (ANGSTROEM)
N 0.0966 -1.9969 0.4233
N -0.4929 0.1073 -0.9443
C -1.5591 -0.8336 0.8046
C 0.7790 0.1751 1.2279
C -0.1886 -0.6339 0.3934
C 0.4267 0.8453 2.3192
C 2.1947 0.0771 0.7405
C -0.4979 1.5498 -1.0652
C -0.6697 -0.6293 -2.1716
H 2.2600 0.4228 -0.2949
H -0.5491 -1.7009 -2.0140
H -0.4789 -2.5523 -0.2065
H -1.6552 -0.4326 -2.6110
H -0.3954 2.0242 -0.0913
H 2.8626 0.6822 1.3539
H -1.4285 1.8957 -1.5255
H 2.5108 -0.9668 0.7530
H 0.3346 1.8794 -1.6974
H -1.9679 -0.4465 1.7309
H -2.2531 -1.3670 0.1703
H 0.0927 -0.3309 -2.9015
H 1.1670 1.3622 2.9158
H -0.5883 0.8697 2.6903

- Charge: 0
- Spin multiplicity: 1
- HOMO-LUMO gap (spin up / spin down): 7.55 / 7.77 eV
- LUMO energy (spin up / spin down): 0.096 / 0.216 eV

***

Stability, lowest: arrangement ii